Entry from the Open Molecules 2025 dataset: 17 unconnected molecules or ions with the total composition C3H39NO17 at a distorted geometry (ωB97M-V with the def2-TZVPD basis set).

Properties
orbital gap = 9.05 eV
LUMO = -0.0086 hartree
net charge = 0
calculated total energy = -1471.3560 hartree
energy above the lowest of the compared OMol25 structures with the same formula, charge and spin = 156.8 kcal per mole

Element x y z (Å)
C (-2.383, -1.016, 0.799)
N (-2.088, 0.022, -0.202)
C (-2.902, 1.348, -0.252)
C (-4.002, 1.366, -1.296)
O (-4.632, 0.339, -1.455)
H (-1.724, -1.240, 1.690)
H (-3.272, -0.716, 1.384)
H (-2.402, -2.035, 0.330)
H (-1.111, 0.202, -0.078)
H (-2.092, 2.083, -0.461)
H (-3.409, 1.472, 0.790)
H (-4.006, 2.201, -1.957)
H (-1.930, -3.367, -0.543)
H (-0.769, -3.964, 0.169)
O (-1.344, -4.167, -0.617)
H (3.875, -1.106, 0.692)
H (4.013, 2.688, -0.610)
O (4.233, -1.318, -0.269)
H (0.905, 1.272, -2.902)
H (1.288, 3.353, 0.408)
O (1.689, 1.412, -3.343)
H (-2.192, 3.602, 2.328)
H (-1.071, 2.649, 2.830)
O (-1.515, 3.511, 2.928)
H (3.094, 2.390, -1.631)
H (1.684, 0.881, -0.432)
O (3.663, 1.911, -1.048)
H (0.136, -1.801, 0.549)
H (0.646, -3.008, -0.422)
O (0.586, -2.718, 0.627)
H (-1.132, 1.549, -1.953)
H (-1.160, 3.054, -2.008)
O (-0.611, 2.421, -1.734)
H (-0.945, -2.649, 2.586)
H (-1.913, -2.374, 3.608)
O (-1.298, -2.005, 3.169)
H (1.326, -0.550, -0.713)
H (2.150, 0.552, -3.462)
O (0.976, 0.240, -0.383)
H (-1.016, -0.137, 3.791)
H (0.138, 0.890, 4.157)
O (-0.831, 0.936, 3.955)
H (2.056, 0.421, 2.116)
H (2.899, 1.119, 3.259)
O (1.993, 0.793, 2.985)
H (2.220, -2.277, 3.021)
H (1.937, -2.364, 1.406)
O (2.483, -1.837, 2.157)
H (-1.715, 0.285, -4.032)
H (-2.271, 0.011, -2.663)
O (-1.898, 0.654, -3.184)
H (0.309, 3.948, 1.569)
H (-0.527, -0.950, -3.370)
O (1.195, 3.664, 1.388)
H (3.105, -2.598, -1.572)
H (4.254, -0.484, -0.661)
O (2.144, -2.772, -1.668)
H (0.883, -1.329, -3.621)
H (2.068, -3.629, -2.121)
O (0.218, -0.828, -4.032)